[1]
{"formula": "CH2NO3S", "method": "ωB97M-V with the def2-TZVPD basis set", "total_charge": -1, "spin_multiplicity": 1, "homo_ev": -4.337, "gap_ev": 8.395, "species": ["C", "N", "O", "O", "O", "S", "H", "H"], "positions_angstrom": [[1.3769, -0.4324, -0.0263], [-0.1882, 1.2592, 0.0457], [-2.1637, 0.3034, -1.1562], [-2.0400, -0.1189, 1.2315], [1.2258, -1.5150, 0.5322], [-1.3581, 0.3823, 0.0653], [1.1190, -0.3678, -1.1520], [2.0282, 0.4892, 0.4599]], "lowdin_charge": [-0.329, -0.343, -0.438, -0.401, -0.115, 0.443, 0.081, 0.102]}

[2]
{"formula": "C6H12O", "method": "ωB97M-V with the def2-TZVPD basis set", "spin_multiplicity": 1, "homo_ev": -8.943, "gap_ev": 9.841, "species": ["C", "C", "O", "C", "C", "C", "C", "H", "H", "H", "H", "H", "H", "H", "H", "H", "H", "H", "H"], "positions_angstrom": [[2.0575, -0.7172, -0.8073], [0.5636, -0.2545, 0.3223], [0.9653, -0.2452, 1.4854], [0.9844, 0.7280, -0.6358], [-1.3701, 1.2031, 0.6874], [-1.7340, -0.2860, 0.5358], [-0.5996, -1.0760, -0.1550], [3.0166, -0.3347, -0.4926], [1.9523, -1.0240, -1.8363], [1.9597, -1.6667, -0.2179], [-0.3718, 1.2290, 1.1328], [1.3737, 1.6634, -0.1934], [0.3751, 0.9673, -1.5246], [-1.9679, 1.7300, 1.4223], [-1.4312, 1.7456, -0.2654], [-2.6752, -0.4226, 0.0011], [-1.8278, -0.7016, 1.5396], [-0.7078, -1.0885, -1.2499], [-0.5128, -2.1050, 0.1966]], "lowdin_charge": [0.019, -0.749, -0.002, -0.018, -0.108, -0.201, -0.125, 0.078, 0.070, 0.113, 0.057, 0.129, 0.116, 0.077, 0.083, 0.104, 0.112, 0.122, 0.122]}

[3]
{"formula": "C24H26AuN5OS", "method": "ωB97M-V with the def2-TZVPD basis set", "total_charge": 2, "spin_multiplicity": 3, "homo_ev": [-13.460, -13.460], "gap_ev": [7.762, 4.484], "species": ["Au", "C", "C", "C", "C", "C", "N", "C", "C", "C", "C", "C", "C", "C", "N", "C", "C", "C", "N", "C", "C", "N", "C", "C", "C", "N", "H", "H", "H", "H", "H", "H", "H", "H", "H", "H", "H", "H", "H", "H", "H", "H", "H", "H", "O", "S", "C", "C", "C", "C", "H", "H", "H", "H", "H", "H", "H", "H"], "positions_angstrom": [[1.3295, -2.1369, 0.4860], [1.7018, 2.5362, -4.7311], [1.5666, 1.9221, -3.3927], [0.7040, 2.4489, -2.4237], [0.5865, 1.8454, -1.2045], [1.3410, 0.6954, -0.8493], [1.1389, 0.1380, 0.3581], [0.8212, 0.8273, 1.4678], [1.3581, 2.1294, 1.6553], [1.0148, 2.9150, 2.7186], [0.1384, 2.4353, 3.6996], [-0.2730, 3.2783, 4.8438], [-0.3209, 1.1228, 3.5798], [-0.0116, 0.3065, 2.5024], [-0.6054, -0.9719, 2.4784], [-1.7501, -1.2999, 3.1230], [-1.9450, -2.6537, 2.9944], [-0.8594, -3.1034, 2.2479], [-0.0654, -2.0833, 1.9418], [2.1995, 0.1410, -1.8420], [2.2790, 0.7665, -3.0762], [3.0271, -0.9824, -1.6569], [4.1982, -1.1799, -2.3040], [4.6143, -2.4659, -2.0582], [3.6372, -3.0087, -1.2286], [2.6911, -2.1064, -0.9915], [1.3410, 3.5612, -4.7370], [1.1223, 1.9682, -5.4636], [2.7392, 2.5105, -5.0605], [0.1095, 3.3205, -2.6499], [-0.1179, 2.2245, -0.4798], [2.0645, 2.4864, 0.9217], [1.4162, 3.9131, 2.8036], [-0.0891, 4.3301, 4.6422], [0.2926, 3.0015, 5.7367], [-1.3278, 3.1371, 5.0755], [-0.9274, 0.7360, 4.3805], [-2.3663, -0.5712, 3.6079], [-2.7531, -3.2295, 3.3912], [-0.6024, -4.0953, 1.9355], [2.9013, 0.3380, -3.8444], [4.6833, -0.4044, -2.8589], [5.4957, -2.9463, -2.4271], [3.5781, -3.9950, -0.8108], [-2.0584, -3.4533, -1.6052], [-2.3455, -2.6183, -0.4470], [-4.1678, -2.2737, -0.4199], [-4.3190, -0.7699, -0.5336], [-3.2326, -0.3056, -1.5018], [-1.9382, -0.8710, -0.9516], [-4.5733, -2.6948, 0.4953], [-4.5791, -2.8032, -1.2764], [-4.1872, -0.2918, 0.4392], [-5.3124, -0.5162, -0.8999], [-3.1931, 0.7806, -1.5940], [-3.4245, -0.7201, -2.4918], [-1.6211, -0.3508, -0.0493], [-1.1212, -0.9144, -1.6672]], "lowdin_charge": [1.152, -0.013, -0.217, 0.014, 0.010, -0.220, 0.078, -0.211, 0.019, 0.012, -0.218, -0.014, 0.051, -0.087, -0.059, -0.007, -0.008, -0.141, -0.131, -0.088, 0.053, -0.061, -0.001, 0.014, -0.079, -0.128, 0.096, 0.112, 0.100, 0.135, 0.131, 0.134, 0.135, 0.095, 0.112, 0.100, 0.127, 0.140, 0.124, 0.127, 0.131, 0.144, 0.123, 0.127, -0.514, 0.868, -0.277, -0.235, -0.231, -0.324, 0.085, 0.106, 0.110, 0.123, 0.115, 0.126, 0.054, 0.081]}

[4]
{"formula": "C4H8N3", "method": "ωB97M-V with the def2-TZVPD basis set", "total_charge": 1, "spin_multiplicity": 1, "smiles": "N[C@]12CC[C@]13[NH2+]N23", "homo_ev": -14.067, "gap_ev": 10.563, "species": ["N", "C", "C", "C", "C", "N", "N", "H", "H", "H", "H", "H", "H", "H", "H"], "positions_angstrom": [[-0.7068, 1.8310, 0.3100], [-0.3827, 0.5933, -0.0919], [-1.3356, -0.5506, -0.5039], [-0.3852, -1.5523, 0.2698], [0.5308, -0.4258, 0.3424], [1.9243, 0.0493, 0.1540], [0.8550, 0.1461, -0.9580], [-0.0605, 2.1594, 1.0207], [-1.0603, 2.5496, -0.2804], [-1.2093, -0.6859, -1.5829], [-2.2821, -0.4145, -0.1519], [-0.6162, -1.7800, 1.3265], [-0.0515, -2.3543, -0.2299], [2.1107, 0.9544, 0.4984], [2.6695, -0.5197, -0.1231]], "lowdin_charge": [0.176, -0.384, 0.031, -0.009, -0.299, 0.278, 0.182, 0.117, 0.118, 0.141, 0.099, 0.150, 0.085, 0.151, 0.162]}

[5]
{"formula": "C26H29N5O2S", "method": "ωB97M-V with the def2-TZVPD basis set", "spin_multiplicity": 1, "smiles": "CCC(C)(C)NC(=O)[C@@H](c1ccccc1)N(Cc1cccs1)C(=O)Cn1nnc2ccccc21", "homo_ev": -8.694, "gap_ev": 9.182, "species": ["C", "C", "C", "C", "C", "N", "C", "O", "C", "C", "C", "C", "C", "C", "C", "N", "C", "C", "C", "C", "C", "S", "C", "O", "C", "N", "N", "N", "C", "C", "C", "C", "C", "C", "H", "H", "H", "H", "H", "H", "H", "H", "H", "H", "H", "H", "H", "H", "H", "H", "H", "H", "H", "H", "H", "H", "H", "H", "H", "H", "H", "H", "H"], "positions_angstrom": [[-3.5841, -3.7538, -1.8217], [-4.4151, -2.6934, -1.1052], [-3.8057, -2.1760, 0.2071], [-3.4770, -3.3183, 1.1700], [-4.7854, -1.2015, 0.8717], [-2.5768, -1.4548, -0.1323], [-1.7467, -0.8662, 0.7438], [-1.8874, -0.8720, 1.9501], [-0.5826, -0.1502, 0.0370], [-1.0223, 1.1477, -0.6029], [-2.1828, 1.8023, -0.2132], [-2.5246, 3.0153, -0.7859], [-1.7078, 3.5874, -1.7451], [-0.5512, 2.9368, -2.1417], [-0.2135, 1.7206, -1.5780], [0.5330, 0.0737, 0.9500], [0.3432, 1.0534, 2.0010], [0.6000, 2.4542, 1.5378], [-0.1913, 3.5465, 1.7065], [0.3442, 4.7203, 1.1287], [1.5363, 4.5056, 0.5228], [2.0371, 2.8675, 0.6547], [1.6765, -0.6047, 0.7102], [1.8029, -1.3649, -0.2287], [2.8306, -0.3731, 1.6974], [4.0108, -1.0191, 1.2179], [4.5479, -2.0771, 1.8368], [5.5550, -2.5054, 1.1992], [5.7331, -1.7362, 0.0872], [6.6795, -1.7735, -0.9366], [6.5733, -0.8208, -1.9213], [5.5647, 0.1550, -1.9071], [4.6210, 0.2145, -0.9083], [4.7159, -0.7502, 0.0869], [-4.0134, -3.9571, -2.8001], [-2.5558, -3.4285, -1.9637], [-3.5733, -4.6835, -1.2602], [-5.4000, -3.1072, -0.8832], [-4.5639, -1.8390, -1.7719], [-4.3605, -3.9270, 1.3415], [-3.1390, -2.9096, 2.1177], [-2.6849, -3.9433, 0.7679], [-4.3359, -0.7882, 1.7702], [-5.7002, -1.7181, 1.1479], [-5.0339, -0.3880, 0.1925], [-2.3783, -1.3496, -1.1145], [-0.1816, -0.8210, -0.7343], [-2.8163, 1.3707, 0.5474], [-3.4281, 3.5185, -0.4747], [-1.9710, 4.5384, -2.1835], [0.0890, 3.3781, -2.8909], [0.6891, 1.2103, -1.8829], [-0.6918, 0.9771, 2.3435], [0.9845, 0.8048, 2.8502], [-1.1325, 3.5156, 2.2249], [-0.1451, 5.6768, 1.1605], [2.1640, 5.2030, 0.0053], [2.5863, -0.8272, 2.6620], [3.0246, 0.6974, 1.8191], [7.4544, -2.5227, -0.9418], [7.2842, -0.8142, -2.7345], [5.5341, 0.8794, -2.7079], [3.8447, 0.9646, -0.8954]], "lowdin_charge": [-0.093, -0.201, -0.541, -0.025, -0.030, 0.139, -0.437, 0.073, -0.138, -0.180, -0.038, -0.076, -0.083, -0.073, -0.042, 0.001, -0.135, -0.483, -0.132, -0.179, -0.400, 1.041, -0.420, 0.085, -0.038, -0.085, 0.055, 0.064, -0.225, -0.016, -0.094, -0.083, -0.012, -0.165, 0.073, 0.071, 0.070, 0.119, 0.116, 0.091, 0.078, 0.085, 0.077, 0.085, 0.083, 0.145, 0.153, 0.115, 0.106, 0.104, 0.108, 0.120, 0.126, 0.128, 0.119, 0.104, 0.062, 0.143, 0.094, 0.110, 0.099, 0.101, 0.081]}

[6]
{"formula": "C28H51N6O5PReS3Si3", "method": "ωB97M-V with the def2-TZVPD basis set", "spin_multiplicity": 2, "homo_ev": [-7.403, -7.402], "gap_ev": [6.369, 4.724], "species": ["Re", "C", "C", "N", "N", "C", "N", "S", "C", "C", "C", "C", "C", "N", "H", "H", "H", "H", "H", "H", "H", "H", "H", "C", "Si", "C", "C", "C", "Si", "C", "C", "C", "Si", "C", "C", "C", "C", "C", "C", "C", "N", "H", "H", "H", "H", "H", "H", "H", "H", "H", "H", "H", "H", "H", "H", "H", "H", "H", "H", "H", "H", "H", "H", "H", "H", "H", "H", "H", "H", "O", "N", "O", "O", "C", "C", "C", "O", "P", "S", "S", "O", "C", "C", "C", "H", "H", "H", "H", "H", "H", "H", "H", "H", "H", "H", "H", "H", "H"], "positions_angstrom": [[-0.9402, -0.4626, -1.2373], [1.5189, 1.9107, -4.0265], [0.5650, 1.4248, -2.9818], [0.1021, 0.2033, -2.9722], [0.5142, -0.6354, -3.9222], [0.0972, -1.8679, -3.8535], [0.5732, -2.7705, -4.7342], [-1.1326, -2.4348, -2.7621], [0.1364, 2.2415, -1.8816], [0.3858, 3.6188, -1.8307], [-0.0414, 4.3539, -0.7489], [-0.7222, 3.6948, 0.2696], [-0.9360, 2.3348, 0.1590], [-0.5319, 1.6096, -0.8809], [1.9564, 1.0427, -4.5130], [1.0013, 2.5160, -4.7731], [2.3114, 2.5002, -3.5729], [1.4033, -2.5447, -5.2576], [0.3735, -3.7370, -4.5449], [0.9142, 4.0897, -2.6414], [0.1600, 5.4104, -0.6942], [-1.0655, 4.2253, 1.1424], [-1.4478, 1.7858, 0.9279], [-2.3252, -1.0255, 3.8918], [-1.0586, -0.7192, 2.4782], [-0.4603, 1.0134, 3.0579], [0.4560, -1.8612, 2.6827], [-1.9848, -0.9770, 0.7803], [-2.2744, -2.8966, 0.4950], [-0.7804, -4.0692, 0.2508], [-3.1236, -3.7460, 1.9878], [-3.5131, -3.2178, -0.9450], [-3.6572, -0.0664, 0.7615], [-5.2432, -0.9890, 1.3128], [-3.8692, 1.6595, 1.5947], [-3.8663, 0.3855, -1.0941], [-5.0829, 0.8652, -1.5540], [-5.2674, 1.1917, -2.8831], [-4.1814, 1.0404, -3.7325], [-2.9871, 0.5871, -3.2116], [-2.8115, 0.2601, -1.9200], [-1.8690, -0.7987, 4.8502], [-2.6834, -2.0423, 3.9385], [-3.1871, -0.3771, 3.7827], [0.0377, 0.8878, 4.0167], [-1.2668, 1.7206, 3.2210], [0.2626, 1.4713, 2.3962], [1.2494, -1.3472, 3.2190], [0.8491, -2.1460, 1.7149], [0.2230, -2.7684, 3.2323], [-0.1595, -4.1028, 1.1390], [-0.1430, -3.7954, -0.5807], [-1.1393, -5.0803, 0.0703], [-2.4038, -3.9786, 2.7635], [-3.5569, -4.6839, 1.6545], [-3.9158, -3.1533, 2.4206], [-3.7551, -2.3232, -1.5099], [-4.4438, -3.6399, -0.5796], [-3.0935, -3.9309, -1.6474], [-5.1997, -1.1498, 2.3853], [-5.3536, -1.9549, 0.8353], [-6.1414, -0.4108, 1.1125], [-3.1962, 1.7901, 2.4333], [-4.8770, 1.7655, 1.9859], [-3.7072, 2.4833, 0.9064], [-5.8854, 0.9760, -0.8442], [-6.2179, 1.5467, -3.2476], [-4.2566, 1.2768, -4.7812], [-2.1331, 0.4810, -3.8673], [2.3116, -0.5635, -1.7567], [1.9486, -1.5176, -1.0988], [2.6205, -2.5057, -0.9223], [0.7852, -1.5038, -0.5689], [4.4052, -1.5567, 1.2892], [4.9195, -0.9509, 2.5792], [6.4162, -0.6817, 2.5344], [4.2241, 0.2558, 2.9346], [3.6281, 1.4181, 2.0359], [3.1043, 2.8368, 3.3349], [2.0832, 0.8792, 0.8717], [4.8942, 1.8362, 1.1306], [4.8410, 2.6579, -0.0374], [3.7664, 3.7321, 0.0383], [4.6878, 1.7811, -1.2755], [4.8702, -2.5218, 1.1064], [4.6269, -0.9046, 0.4466], [3.3305, -1.7089, 1.3504], [4.6936, -1.6200, 3.4196], [6.6586, -0.0312, 1.6976], [6.9533, -1.6208, 2.4229], [6.7303, -0.1989, 3.4568], [5.8256, 3.1443, -0.0525], [2.7790, 3.2782, 0.0093], [3.8672, 4.4112, -0.8044], [3.8683, 4.2967, 0.9615], [3.7641, 1.2075, -1.2279], [5.5242, 1.0889, -1.3504], [4.6707, 2.4020, -2.1684]], "lowdin_charge": [1.266, -0.011, -0.271, -0.159, -0.003, -0.791, 0.094, 0.738, -0.211, -0.001, -0.041, -0.019, -0.152, -0.036, 0.073, 0.092, 0.073, 0.108, 0.086, 0.114, 0.114, 0.118, 0.048, -0.176, 0.465, -0.219, -0.177, -0.563, 0.427, -0.193, -0.191, -0.236, 0.521, -0.165, -0.163, -0.287, -0.062, -0.048, -0.045, -0.123, -0.128, 0.030, 0.000, 0.012, 0.040, 0.015, -0.085, 0.020, -0.010, 0.030, 0.016, -0.027, 0.036, 0.022, 0.030, 0.000, -0.008, 0.023, -0.006, 0.026, 0.014, 0.024, 0.001, 0.032, 0.023, 0.102, 0.109, 0.108, 0.098, -0.027, -0.568, 0.061, -0.303, -0.068, -0.431, -0.042, -0.302, -0.074, 0.397, 0.616, -0.284, -0.454, -0.102, -0.048, 0.096, 0.073, 0.047, 0.147, 0.075, 0.084, 0.084, 0.145, 0.013, 0.085, 0.051, 0.024, 0.086, 0.079]}

The calculation returns the following E values, one per record and in order: -19535.6344; -8461.2698; -49317.9252; -8736.0186; -49814.0565; -116600.4873 eV.